Record 1
Below is C30H16F2O14V as an isolated structure, with properties calculated with ωB97M-V/def2-TZVPD.

Values from the calculation:
Highest occupied orbital energy, hartree: 0.2219
Lowest unoccupied orbital energy, eV: 7.7201
Energy, hartree: -3349.3604
Energy above the lowest of the compared OMol25 structures with the same formula, charge and spin, kcal per mole: 0.0
Frontier orbital gap, eV: 1.68

```
! RIJCOSX wB97M-V def2-TZVPD def2/J DEFGRID3
* xyz -5 1
O -0.76 -0.37 -1.85
V -0.39 0.02 -0.34
O 1.17 -0.18 -0.20
C 0.12 -3.10 2.24
C -0.97 -2.20 2.04
C -1.99 -1.96 3.21
O -2.76 -1.00 3.14
C -1.88 -2.76 4.38
C -0.77 -3.59 4.51
C 0.28 -3.83 3.42
O 1.27 -4.60 3.53
O -0.61 -4.08 5.69
O -1.19 -1.64 0.92
H 0.81 -3.16 1.41
H -2.62 -2.56 5.14
C -5.66 0.80 1.47
C -6.25 0.23 0.37
C -5.43 0.02 -0.93
O -6.00 -0.46 -1.96
C -4.09 0.31 -1.02
C -3.42 0.82 0.16
C -4.29 1.28 1.42
O -3.70 1.91 2.28
O -2.18 1.04 0.13
O -7.48 -0.16 0.49
H -6.25 0.90 2.37
H -3.59 0.16 -1.97
C 0.38 1.23 5.24
C -0.17 1.67 3.96
C 0.63 1.34 2.68
O 0.14 1.68 1.57
C 1.88 0.63 2.81
C 2.38 0.23 4.06
C 1.58 0.54 5.33
O 1.82 0.12 6.51
O 3.53 -0.30 4.07
O -1.25 2.26 3.86
H -0.13 1.48 6.16
H 2.50 0.65 1.93
F 3.62 -3.14 -6.48
C 3.24 -2.29 -5.48
C 4.05 -1.23 -5.06
C 3.51 -0.41 -4.09
C 2.21 -0.63 -3.65
C 1.39 -1.66 -4.05
C 1.99 -2.60 -4.90
H 4.97 -1.13 -5.63
H 3.87 0.60 -3.91
H 1.87 -0.02 -2.82
H 0.50 -1.85 -3.46
H 1.41 -3.49 -5.11
F -0.28 2.20 -1.40
C 0.82 2.57 -2.08
C 2.00 2.84 -1.41
C 3.09 3.21 -2.18
C 2.97 3.35 -3.55
C 1.78 2.99 -4.20
C 0.72 2.50 -3.46
H 2.06 2.87 -0.33
H 3.99 3.48 -1.64
H 3.84 3.58 -4.16
H 1.84 2.80 -5.26
H -0.17 2.08 -3.89
*
```

These are the Löwdin partial charges, in e, on atoms 1 to 4: number 1, O, carries -0.392; number 2, V, carries 0.979; number 3, O, carries -0.352; number 4, C, carries -0.007

=====

Record 2
Below is a 2-piece molecular cluster, C6H10O overall, with properties calculated with ωB97M-V/def2-TZVPD.

Values from the calculation:
Highest occupied orbital energy, hartree: -0.3284
Lowest unoccupied orbital energy, eV: 0.3606
Energy, hartree: -309.7299
Energy above the lowest of the compared OMol25 structures with the same formula, charge and spin, kcal per mole: 70.6
Frontier orbital gap, eV: 9.30
Structure (SMILES): C=CC(=C)C=C.O

```
! RIJCOSX wB97M-V def2-TZVPD def2/J DEFGRID3
* xyz 0 1
C -1.46 -2.23 0.13
C -0.85 -1.14 0.46
C 0.21 -0.59 -0.38
C 0.03 0.65 -0.92
C 1.54 -1.40 -0.38
C 2.58 -0.95 -1.08
H -1.91 -2.95 0.83
H -1.44 -2.51 -0.90
H -1.16 -0.82 1.46
H 0.92 1.01 -1.47
H -0.79 1.19 -0.80
H 1.52 -2.28 0.22
H 3.50 -1.59 -0.80
H 2.68 -0.15 -1.78
O -1.66 4.19 1.69
H -1.39 5.00 1.28
H -0.93 3.49 1.45
*
```

These are the Löwdin partial charges, in e, on atoms 1 to 4: number 1, C, carries -0.011; number 2, C, carries -0.201; number 3, C, carries -0.291; number 4, C, carries 0.081

=====

Record 3
Below is a 6-piece molecular cluster, C50H91N2O12S5 overall, with properties calculated with ωB97M-V/def2-TZVPD.

Values from the calculation:
Highest occupied orbital energy, hartree: -0.4089
Lowest unoccupied orbital energy, eV: -3.1413
Energy, hartree: -4962.6278
Frontier orbital gap, eV: 7.99

```
! RIJCOSX wB97M-V def2-TZVPD def2/J DEFGRID3
* xyz 1 1
C -1.02 6.45 1.70
C -0.98 6.07 0.54
C -0.83 5.42 -0.83
C 0.38 5.85 -1.67
C 1.41 6.93 -1.20
C 2.93 6.61 -1.55
C 3.33 5.15 -1.03
C 4.60 5.28 -0.05
C 5.34 3.86 -0.05
C 5.04 3.14 1.36
C 6.21 2.05 1.58
C 5.68 0.65 1.05
C 6.67 -0.57 1.36
C 7.42 -0.47 2.76
C 6.32 -0.77 3.90
C 6.40 -2.36 4.17
C 5.23 -2.77 5.18
C 4.01 -3.28 4.27
C 4.30 -4.68 3.57
C 2.88 -5.34 3.16
C 0.54 5.17 -2.99
C -0.47 4.13 -3.39
N -0.29 3.45 -4.65
C 0.62 2.27 -4.56
C 1.03 1.83 -3.09
C 1.91 0.47 -3.11
N -1.55 3.82 -2.57
C -1.80 4.41 -1.30
C -3.06 3.87 -0.54
C -3.95 4.97 0.16
C -4.53 6.07 -0.84
C -3.74 7.46 -0.75
O -3.04 7.82 -1.68
O -3.89 8.25 0.40
H -1.03 6.67 2.80
H 1.14 7.89 -1.76
H 1.31 7.16 -0.10
H 3.55 7.35 -0.95
H 3.20 6.76 -2.63
H 3.52 4.44 -1.90
H 2.51 4.66 -0.42
H 5.32 6.09 -0.36
H 4.18 5.47 0.99
H 6.45 4.04 -0.21
H 4.99 3.19 -0.90
H 4.01 2.66 1.36
H 5.16 3.91 2.17
H 6.44 2.07 2.69
H 7.12 2.36 0.98
H 4.62 0.48 1.41
H 5.62 0.74 -0.08
H 7.42 -0.75 0.54
H 6.01 -1.50 1.42
H 7.99 0.49 2.93
H 8.19 -1.31 2.79
H 6.49 -0.17 4.84
H 5.28 -0.59 3.47
H 7.44 -2.66 4.49
H 6.23 -2.83 3.14
H 5.64 -3.58 5.85
H 4.91 -1.84 5.72
H 3.05 -3.31 4.86
H 3.90 -2.52 3.43
H 4.89 -4.57 2.61
H 4.82 -5.39 4.29
H 3.00 -6.42 2.83
H 2.48 -4.66 2.33
H 2.23 -5.21 4.08
H 1.41 5.38 -3.68
H 0.09 4.09 -5.36
H 1.59 2.45 -5.13
H 0.14 1.35 -5.05
H 0.15 1.61 -2.42
H 1.71 2.60 -2.60
H 1.89 -0.04 -4.12
H 2.99 0.74 -2.87
H 1.59 -0.23 -2.27
H -2.22 3.10 -2.91
H -2.75 3.02 0.15
H -3.73 3.37 -1.33
H -4.86 4.42 0.57
H -3.47 5.44 1.08
H -5.57 6.32 -0.45
H -4.66 5.72 -1.90
H -3.34 9.06 0.29
C -2.16 -1.50 2.96
C -3.52 -1.42 2.24
C -3.57 -0.08 1.51
S -1.87 0.35 1.13
O -1.52 1.54 1.88
O -1.66 0.25 -0.30
C -1.13 -1.06 1.93
H -1.96 -2.51 3.32
H -2.16 -0.82 3.81
H -3.60 -2.24 1.52
H -4.35 -1.52 2.94
H -4.14 -0.15 0.59
H -3.98 0.71 2.15
H -0.18 -0.78 2.37
H -0.97 -1.83 1.17
C 1.44 -4.56 -2.81
C 0.43 -5.42 -2.06
C 0.84 -5.45 -0.59
S 1.72 -3.91 -0.29
O 3.09 -4.21 0.01
O 0.91 -3.06 0.56
C 1.62 -3.30 -1.96
H 1.10 -4.31 -3.82
H 2.39 -5.09 -2.90
H -0.57 -4.98 -2.15
H 0.37 -6.43 -2.47
H -0.02 -5.51 0.08
H 1.53 -6.27 -0.38
H 2.52 -2.74 -2.21
H 0.75 -2.65 -2.03
C -4.16 1.91 -6.17
C -5.49 2.63 -6.38
C -6.43 2.21 -5.24
S -5.38 1.81 -3.85
O -5.50 0.40 -3.57
O -5.53 2.82 -2.82
C -3.83 2.08 -4.69
H -3.37 2.31 -6.81
H -4.27 0.85 -6.40
H -5.33 3.71 -6.34
H -5.93 2.40 -7.35
H -7.11 3.02 -4.96
H -7.00 1.32 -5.50
H -3.08 1.38 -4.33
H -3.51 3.11 -4.48
C -9.38 -1.13 -1.76
C -10.73 -1.04 -2.47
C -10.78 0.29 -3.22
S -9.08 0.70 -3.61
O -8.71 1.89 -2.89
O -8.88 0.58 -5.04
C -8.34 -0.71 -2.80
H -9.18 -2.13 -1.39
H -9.36 -0.43 -0.92
H -10.82 -1.87 -3.18
H -11.56 -1.13 -1.76
H -11.36 0.21 -4.14
H -11.18 1.09 -2.59
H -7.39 -0.43 -2.37
H -8.20 -1.49 -3.55
C 3.81 -10.18 6.23
C 3.77 -8.97 7.17
C 3.36 -7.76 6.33
S 2.35 -8.39 4.99
O 3.04 -8.16 3.75
O 0.98 -7.99 5.19
C 2.52 -10.12 5.43
H 3.89 -11.12 6.79
H 4.67 -10.11 5.56
H 3.04 -9.14 7.96
H 4.74 -8.80 7.64
H 2.77 -7.05 6.91
H 4.22 -7.25 5.89
H 2.54 -10.73 4.52
H 1.66 -10.39 6.04
*
```

These are the Löwdin partial charges, in e, on atoms 1 to 4: number 1, C, carries 0.139; number 2, C, carries -0.085; number 3, C, carries -0.040; number 4, C, carries -0.063